<one>
{"formula": "C3H6N4", "method": "wB97M-V/def2-TZVPD", "orbital_gap_ev": 10.28, "multiplicity": 1, "lumo_ev": 0.78, "species": ["C", "C", "C", "N", "N", "N", "N", "H", "H", "H", "H", "H", "H"], "xyz": [[1.302, 0.875, 1.053], [0.720, -0.132, 0.168], [0.883, -1.231, -0.703], [-3.031, 1.452, -1.285], [-3.464, 1.010, -2.215], [-2.623, 2.058, -0.376], [-0.087, 0.697, 0.655], [1.826, 0.770, 2.019], [1.956, 1.679, 0.670], [1.884, -1.309, -1.121], [0.045, -1.120, -1.424], [0.749, -2.162, -0.151], [-1.958, 1.826, 0.411]], "nbo_charge": [-0.33, 0.30, -0.69, 0.27, -0.16, -0.57, -0.38, 0.18, 0.16, 0.25, 0.25, 0.26, 0.44]}



<two>
{"formula": "C3H6N4", "method": "wB97M-V/def2-TZVPD", "orbital_gap_ev": 8.63, "multiplicity": 1, "lumo_ev": 0.45, "species": ["C", "C", "C", "N", "N", "N", "N", "H", "H", "H", "H", "H", "H"], "xyz": [[-1.443, 0.186, -0.062], [-2.797, -0.303, 0.053], [2.643, 0.034, 0.019], [-0.655, 1.080, -0.149], [0.728, -1.206, -0.023], [0.584, 1.137, -0.041], [1.209, -0.114, 0.016], [-3.280, 0.335, 0.671], [-3.170, -0.148, -0.952], [-2.889, -1.256, 0.565], [3.098, -0.436, -0.854], [3.042, 0.982, -0.178], [2.929, -0.291, 0.936]], "nbo_charge": [0.39, -0.71, -0.43, -0.13, -0.26, -0.31, 0.04, 0.24, 0.25, 0.27, 0.22, 0.22, 0.21]}



Least stable of them? <two>.



<one>
{"formula": "C5H10N2O", "method": "wB97M-V/def2-TZVPD", "orbital_gap_ev": 8.44, "multiplicity": 1, "lumo_ev": 0.53, "species": ["C", "C", "C", "C", "C", "H", "H", "H", "H", "H", "H", "H", "H", "H", "H", "N", "N", "O"], "xyz": [[-2.111, 1.393, 0.085], [-1.453, 0.029, -0.207], [-2.284, -1.210, 0.039], [-0.108, -0.281, -0.407], [2.107, 0.697, -0.228], [-1.794, 1.740, 1.181], [-1.704, 2.338, -0.492], [-3.151, 1.487, -0.036], [-1.272, -1.950, 0.066], [-2.443, -1.157, 1.142], [-3.385, -1.442, -0.427], [-0.003, -1.416, -0.670], [2.672, 1.565, -0.079], [2.420, -1.408, 0.191], [4.693, -0.745, 0.326], [0.804, 0.700, -0.481], [2.956, -0.555, -0.241], [4.058, 0.215, 0.239]], "nbo_charge": [-0.67, 0.05, -0.66, -0.09, 0.27, 0.23, 0.24, 0.22, 0.22, 0.21, 0.24, 0.16, 0.20, 0.38, 0.47, -0.48, -0.42, -0.55]}



<two>
{"formula": "C5H10N2O", "method": "wB97M-V/def2-TZVPD", "orbital_gap_ev": 7.12, "multiplicity": 1, "lumo_ev": 0.73, "species": ["C", "C", "N", "C", "C", "C", "O", "N", "H", "H", "H", "H", "H", "H", "H", "H", "H", "H"], "xyz": [[1.772, -0.723, 0.148], [-1.167, -1.552, -0.504], [0.594, -0.167, 0.819], [0.259, 1.547, -0.064], [-0.966, 1.022, -0.270], [-1.004, -0.316, 0.354], [-2.117, 1.773, -0.381], [1.058, 2.424, -0.418], [-1.848, 2.705, -0.451], [0.568, -0.497, 1.781], [1.983, 2.289, -0.008], [-1.688, -0.354, 1.215], [1.648, -0.685, -0.934], [1.959, -1.744, 0.488], [2.652, -0.130, 0.416], [-0.473, -1.577, -1.347], [-1.055, -2.465, 0.091], [-2.174, -1.550, -0.936]], "nbo_charge": [-0.42, -0.64, -0.56, 0.45, -0.06, 0.00, -0.69, -0.78, 0.48, 0.39, 0.37, 0.19, 0.22, 0.19, 0.21, 0.21, 0.20, 0.23]}



Least stable of them? <one>.



<one>
{"formula": "C5H10N2O", "method": "wB97M-V/def2-TZVPD", "orbital_gap_ev": 8.93, "multiplicity": 1, "lumo_ev": 0.44, "species": ["C", "C", "C", "N", "C", "C", "N", "O", "H", "H", "H", "H", "H", "H", "H", "H", "H", "H"], "xyz": [[-0.189, 0.766, -1.356], [0.826, 1.096, -0.238], [0.512, -1.917, -0.259], [-1.163, -0.176, -0.762], [-0.475, -0.897, 0.207], [0.045, 1.094, 1.433], [-0.679, -0.764, 1.521], [-0.922, 1.829, 1.514], [-1.921, 0.346, -0.339], [-1.634, -0.491, 1.738], [-0.734, 1.650, -1.683], [0.301, 0.301, -2.214], [0.934, 1.164, 2.068], [1.138, 2.140, -0.234], [1.730, 0.482, -0.260], [1.115, -2.282, 0.572], [1.181, -1.581, -1.051], [-0.064, -2.761, -0.657]], "nbo_charge": [-0.24, -0.55, -0.70, -0.64, 0.59, 0.43, -0.73, -0.65, 0.39, 0.37, 0.22, 0.20, 0.15, 0.22, 0.20, 0.25, 0.23, 0.25]}



<two>
{"formula": "C5H10N2O", "method": "wB97M-V/def2-TZVPD", "orbital_gap_ev": 9.34, "multiplicity": 1, "lumo_ev": 0.81, "species": ["C", "C", "N", "H", "H", "H", "H", "H", "C", "C", "C", "O", "N", "H", "H", "H", "H", "H"], "xyz": [[-0.612, -1.092, 1.832], [-1.983, 0.493, -1.421], [-1.255, 0.335, -0.406], [-1.592, -0.660, 1.645], [-0.732, -2.016, 2.393], [-0.033, -0.391, 2.434], [-1.780, 0.047, -2.407], [-2.851, 1.125, -1.326], [1.100, 0.527, -0.563], [-0.064, -0.454, -0.512], [1.494, 1.298, 0.440], [1.687, 0.527, -1.794], [-0.009, -1.437, 0.559], [2.406, 1.174, -1.809], [0.949, -1.741, 0.690], [-0.020, -1.020, -1.467], [0.973, 1.305, 1.377], [2.323, 1.979, 0.336]], "nbo_charge": [-0.42, -0.03, -0.40, 0.22, 0.20, 0.16, 0.15, 0.17, 0.32, 0.03, -0.54, -0.68, -0.62, 0.48, 0.36, 0.18, 0.22, 0.19]}



<three>
{"formula": "C5H10N2O", "method": "wB97M-V/def2-TZVPD", "orbital_gap_ev": [7.98, 7.98], "multiplicity": 1, "lumo_ev": [0.15, 0.15], "species": ["C", "C", "C", "N", "C", "C", "N", "O", "H", "H", "H", "H", "H", "H", "H", "H", "H", "H"], "xyz": [[0.217, 0.011, 0.116], [0.750, -1.080, 1.054], [1.001, 1.309, -0.030], [-0.983, -0.227, -0.666], [-1.071, 0.684, 1.691], [-0.579, -0.683, -1.868], [-1.178, -0.827, -2.944], [-0.977, 1.743, 2.216], [-1.869, 0.232, -0.480], [-0.701, -1.246, -3.732], [-1.630, -0.167, 2.171], [0.713, -0.581, -1.145], [0.869, 1.993, 0.808], [-0.002, -1.853, 1.197], [1.037, -0.676, 2.027], [1.630, -1.555, 0.617], [2.067, 1.083, -0.097], [0.706, 1.839, -0.936]], "nbo_charge": [0.02, -0.64, -0.66, -0.68, 0.40, 0.43, -0.72, -0.51, 0.40, 0.38, 0.11, 0.13, 0.24, 0.23, 0.22, 0.22, 0.21, 0.23]}



Least stable of them? <three>.



<one>
{"formula": "C2H6N2", "method": "wB97M-V/def2-TZVPD", "orbital_gap_ev": 5.37, "multiplicity": 1, "lumo_ev": -1.64, "species": ["C", "C", "N", "N", "H", "H", "H", "H", "H", "H"], "xyz": [[0.680, -0.200, -0.021], [-0.716, -0.046, 0.170], [-1.855, -0.397, -0.624], [1.808, 0.634, 0.342], [0.898, -0.506, -1.044], [-1.162, 0.974, -0.105], [-1.146, -0.223, 1.173], [-1.615, -1.092, -1.342], [1.460, -0.597, 0.782], [1.648, 1.057, 1.264]], "nbo_charge": [-0.23, -0.38, -0.69, -0.62, 0.21, 0.39, 0.27, 0.32, 0.40, 0.33]}



<two>
{"formula": "C2H6N2", "method": "wB97M-V/def2-TZVPD", "orbital_gap_ev": 10.63, "multiplicity": 1, "lumo_ev": 0.82, "species": ["C", "N", "C", "N", "H", "H", "H", "H", "H", "H"], "xyz": [[1.131, -0.358, 0.396], [-0.178, -0.995, 0.511], [-1.129, -0.275, -0.018], [-1.095, 1.044, -0.594], [1.919, -1.108, 0.285], [1.406, 0.323, 1.208], [1.314, 0.256, -0.513], [-2.106, -0.727, -0.179], [-0.621, 0.149, -1.145], [-0.641, 1.689, 0.049]], "nbo_charge": [-0.48, -0.42, 0.13, -0.83, 0.21, 0.20, 0.18, 0.19, 0.43, 0.39]}



<three>
{"formula": "C2H6N2", "method": "wB97M-V/def2-TZVPD", "orbital_gap_ev": 10.28, "multiplicity": 1, "lumo_ev": 1.00, "species": ["C", "N", "C", "N", "H", "H", "H", "H", "H", "H"], "xyz": [[-1.252, -0.518, -0.627], [1.318, 0.561, -0.305], [0.505, 0.216, 0.762], [-0.687, -0.201, 0.666], [-2.197, -1.023, -0.402], [-0.647, -1.120, -1.304], [-1.578, 0.355, -1.190], [0.959, 0.401, -1.246], [2.301, 0.320, -0.253], [0.814, 0.496, 1.759]], "nbo_charge": [-0.47, -0.84, 0.26, -0.47, 0.21, 0.18, 0.19, 0.38, 0.39, 0.18]}



<four>
{"formula": "C2H6N2", "method": "wB97M-V/def2-TZVPD", "orbital_gap_ev": 9.61, "multiplicity": 1, "lumo_ev": 1.22, "species": ["C", "C", "N", "N", "H", "H", "H", "H", "H", "H"], "xyz": [[0.550, -0.449, 0.033], [-0.496, 0.361, 0.099], [-1.634, 0.204, 0.917], [1.686, -0.153, -0.816], [0.676, -1.412, 0.518], [-0.484, 1.265, -0.485], [-1.576, -0.664, 1.438], [-2.477, 0.140, 0.359], [1.398, 0.253, -1.691], [2.357, 0.456, -0.372]], "nbo_charge": [-0.11, -0.04, -0.81, -0.85, 0.18, 0.18, 0.36, 0.36, 0.36, 0.36]}



Least stable of them? <one>.